[1]
Formula: C31H24N4O6RuS
Source: the Open Molecules 2025 dataset
Level of theory: ωB97M-V/def2-TZVPD

## Properties
Orbital gap (spin up / spin down) ... 5.99 / 5.99 eV
LUMO energy (spin up / spin down) ... -8.23 / -8.23 eV
Highest occupied orbital energy (spin up / spin down) ... -14.22 / -14.22 eV
Net charge ... +2

Element x y z (Å)
Ru (-0.53750, -1.20760, -0.41398)
O (1.49836, -3.78246, 1.70349)
C (0.67497, -2.99105, 1.35694)
N (0.42356, -2.69508, -0.01927)
C (1.20833, -3.35074, -1.05277)
C (0.79159, -2.78105, -2.38621)
C (1.18548, -3.32407, -3.59423)
C (0.75117, -2.72905, -4.76877)
C (-0.06566, -1.60963, -4.70773)
C (-0.42769, -1.11964, -3.46891)
N (-0.00464, -1.69719, -2.34108)
C (-0.18665, -2.16808, 2.27030)
C (-0.22723, -2.40057, 3.62626)
C (-1.09921, -1.63520, 4.39480)
C (-1.88565, -0.68151, 3.77381)
C (-1.77560, -0.49758, 2.40103)
N (-0.94014, -1.22670, 1.66781)
H (1.05661, -4.43248, -1.01132)
H (2.27177, -3.17230, -0.85948)
H (1.81769, -4.20134, -3.61163)
H (1.04459, -3.13985, -5.72515)
H (-0.42029, -1.12167, -5.60370)
H (-1.05516, -0.24627, -3.34905)
H (0.40238, -3.16943, 4.05276)
H (-1.16664, -1.79140, 5.46276)
H (-2.58198, -0.07755, 4.33784)
H (-2.35848, 0.24923, 1.87908)
O (-2.32003, -1.96635, -0.80795)
C (-3.45291, -1.40227, -0.79590)
C (-3.69863, -0.03014, -0.68930)
C (-5.05667, 0.39623, -0.67276)
C (-5.33596, 1.71874, -0.62664)
C (-4.31061, 2.69064, -0.62725)
C (-3.00267, 2.31510, -0.67245)
C (-2.64159, 0.93784, -0.69192)
O (-1.39961, 0.62286, -0.73367)
N (-6.74078, 2.16188, -0.58035)
O (-7.58938, 1.30211, -0.66175)
O (-6.93344, 3.33274, -0.33978)
H (-4.29575, -2.08409, -0.92538)
H (-5.86673, -0.32147, -0.69630)
H (-4.59260, 3.73457, -0.59778)
H (-2.20918, 3.04947, -0.69330)
O (1.08458, -0.05665, -0.52815)
S (1.40819, 0.77641, 0.77081)
C (3.02260, 0.18482, 1.19694)
C (3.83158, -0.45163, 0.26613)
C (5.07175, -0.91180, 0.67957)
C (5.48288, -0.72532, 1.99448)
C (4.65973, -0.08300, 2.90933)
C (3.41035, 0.37219, 2.51715)
C (1.61814, 2.43604, 0.23328)
C (1.16204, 3.40328, 1.11951)
C (1.33139, 4.73835, 0.78089)
C (1.91847, 5.07422, -0.43036)
C (2.34812, 4.08741, -1.31416)
C (2.20816, 2.75200, -0.98346)
H (3.50232, -0.57595, -0.75690)
H (5.72341, -1.40907, -0.02575)
H (6.45355, -1.08367, 2.30861)
H (4.98727, 0.05734, 3.92994)
H (2.75584, 0.86532, 3.22605)
H (0.68703, 3.12502, 2.05196)
H (0.99736, 5.51248, 1.45741)
H (2.04215, 6.11608, -0.69263)
H (2.80034, 4.36451, -2.25606)
H (2.54531, 1.97404, -1.65568)

These are the natural (NBO) partial charges, in e, on atoms 1 to 8: atom 1 (Ru): 1.1858, atom 2 (O): -0.4481, atom 3 (C): 0.6391, atom 4 (N): -0.3140, atom 5 (C): -0.3021, atom 6 (C): 0.2275, atom 7 (C): -0.2168, atom 8 (C): -0.1051



[2]
Formula: C31H25BrCrN4O6S2
Source: the Open Molecules 2025 dataset
Level of theory: ωB97M-V/def2-TZVPD

## Properties
Orbital gap (spin up / spin down) ... 7.12 / 7.17 eV
LUMO energy (spin up / spin down) ... -4.16 / -4.28 eV
Highest occupied orbital energy (spin up / spin down) ... -11.28 / -11.46 eV
2S+1 ... 4
Net charge ... +1

Element x y z (Å)
Cr (-0.38219, 0.61700, 0.04234)
Br (0.41469, 1.62910, -3.44431)
C (-1.33373, 1.82562, -2.77708)
C (-2.32740, 2.23645, -3.64848)
C (-3.59771, 2.43822, -3.14086)
C (-3.82467, 2.25405, -1.78556)
C (-2.78072, 1.83798, -0.99608)
N (-1.54899, 1.59486, -1.48851)
C (-2.93852, 1.68952, 0.50342)
O (-3.98008, 1.96638, 1.04365)
O (-1.84220, 1.30341, 1.09727)
H (-2.09564, 2.39825, -4.69061)
H (-4.39750, 2.75318, -3.79870)
H (-4.78241, 2.43012, -1.31699)
S (0.45244, -0.18262, 2.12111)
C (0.51473, 1.26351, 2.95602)
N (0.46847, 1.31517, 4.26372)
C (0.85464, 2.53168, 4.99104)
C (0.26744, 3.71933, 4.31188)
N (0.62672, 3.70621, 2.88427)
C (0.85716, 5.04978, 2.31660)
C (2.16211, 5.61309, 2.81946)
C (2.18367, 6.84471, 3.45948)
C (3.38411, 7.37208, 3.92241)
C (4.56306, 6.66293, 3.75440)
C (4.54504, 5.42780, 3.11409)
C (3.34964, 4.90514, 2.64645)
C (0.67971, 2.60488, 2.18872)
S (0.87242, 2.59397, 0.52045)
C (-0.10189, 0.23033, 5.10536)
C (-1.46742, 0.67765, 5.56148)
C (-2.46741, 0.86234, 4.60489)
C (-3.71332, 1.32905, 4.98806)
C (-3.96897, 1.60871, 6.32780)
C (-2.97865, 1.42182, 7.28090)
C (-1.72329, 0.96133, 6.89627)
H (1.94393, 2.59081, 5.02822)
H (0.46970, 2.45514, 6.00507)
H (0.65872, 4.63677, 4.74659)
H (-0.82226, 3.71918, 4.39141)
H (0.02458, 5.67653, 2.63957)
H (0.82702, 4.97920, 1.23419)
H (1.26204, 7.40123, 3.59210)
H (3.39436, 8.33522, 4.41542)
H (5.49712, 7.07035, 4.11867)
H (5.46604, 4.87759, 2.97164)
H (3.34610, 3.95046, 2.12842)
H (0.57250, 0.05423, 5.94226)
H (-0.14906, -0.67105, 4.50735)
H (-2.27864, 0.65159, 3.55679)
H (-4.48031, 1.47008, 4.23702)
H (-4.94417, 1.97017, 6.62729)
H (-3.17944, 1.63350, 8.32294)
H (-0.95011, 0.80764, 7.64228)
O (1.11499, -0.20201, -0.93272)
C (1.15323, -1.26476, -1.58591)
C (0.07508, -2.14808, -1.79899)
C (0.28074, -3.24462, -2.66497)
C (-0.74008, -4.10311, -2.89243)
C (-1.99191, -3.93646, -2.27232)
C (-2.20873, -2.88632, -1.42884)
C (-1.18243, -1.94621, -1.16204)
O (-1.42653, -0.97001, -0.35081)
N (-0.53615, -5.23721, -3.80760)
O (0.51231, -5.28931, -4.41344)
O (-1.40918, -6.07704, -3.85171)
H (2.11973, -1.52321, -2.03025)
H (1.23527, -3.40020, -3.15185)
H (-2.77065, -4.65890, -2.47527)
H (-3.16295, -2.74479, -0.93962)

These are the natural (NBO) partial charges, in e, on atoms 1 to 8: atom 1 (Cr): 1.0682, atom 2 (Br): 0.1245, atom 3 (C): 0.1690, atom 4 (C): -0.2550, atom 5 (C): -0.1142, atom 6 (C): -0.1997, atom 7 (C): 0.1197, atom 8 (N): -0.4928



[3]
Formula: C31H25ClEuF2I2N8O3
Source: the Open Molecules 2025 dataset
Level of theory: ωB97M-V/def2-TZVPD

## Properties
Orbital gap (spin up / spin down) ... 3.51 / 5.24 eV
LUMO energy (spin up / spin down) ... 3.99 / 3.99 eV
Highest occupied orbital energy (spin up / spin down) ... 0.48 / -1.26 eV
2S+1 ... 8
Net charge ... -2

Element x y z (Å)
Eu (0.79843, 0.22780, -0.06029)
C (-0.06727, -1.06230, 2.99251)
N (-0.63767, -1.23980, 1.66611)
C (-2.04067, -0.88140, 1.61221)
C (-2.18947, 0.59750, 1.60431)
N (-1.23357, 1.46090, 1.35721)
C (-1.87497, 2.67560, 1.21691)
C (-1.39897, 3.91060, 0.79751)
C (-2.31217, 4.93590, 0.64691)
C (-3.66737, 4.76250, 0.93001)
C (-4.16577, 3.54050, 1.33981)
C (-3.25877, 2.50270, 1.45361)
N (-3.41347, 1.17150, 1.75441)
C (1.45753, -0.94550, 2.93361)
N (1.86203, 0.17610, 2.12431)
C (3.22863, 0.28400, 2.09281)
C (3.85083, 1.52360, 1.86511)
C (5.22153, 1.64640, 1.85381)
C (6.03463, 0.54610, 2.08211)
C (5.45423, -0.68800, 2.32101)
C (4.08063, -0.81750, 2.33101)
N (3.50523, -2.10940, 2.54531)
H (-0.42507, -0.10690, 3.38881)
H (-0.35287, -1.87080, 3.68511)
H (-0.54197, -2.20730, 1.36431)
H (-2.46927, -1.22800, 0.65891)
H (-2.62357, -1.32530, 2.43921)
H (-0.35607, 4.03390, 0.55301)
H (-1.97667, 5.89650, 0.28221)
H (-4.34547, 5.59430, 0.80411)
H (-5.21917, 3.38970, 1.53231)
H (-4.27537, 0.65110, 1.69041)
H (3.22373, 2.38800, 1.69971)
H (5.66513, 2.60890, 1.65051)
H (7.10783, 0.64300, 2.07671)
H (6.06313, -1.56590, 2.50211)
H (4.05073, -2.87640, 2.17611)
Cl (1.43093, -5.66260, -4.76049)
C (0.95233, -4.38780, -3.67139)
C (-0.38987, -4.19460, -3.43559)
C (-0.79207, -3.19040, -2.57579)
I (-2.81987, -2.90050, -2.09219)
C (0.09073, -2.31790, -1.92959)
O (-0.29647, -1.41230, -1.13059)
C (1.49493, -2.54920, -2.18249)
N (2.34443, -1.74240, -1.52029)
C (3.63263, -1.96770, -1.62609)
C (4.16653, -2.99330, -2.42139)
C (3.32243, -3.79360, -3.14239)
C (1.93003, -3.60150, -3.03509)
H (-1.12247, -4.83190, -3.90929)
H (4.28603, -1.31060, -1.06669)
H (5.23513, -3.13440, -2.46379)
H (3.70023, -4.58200, -3.77819)
F (1.73443, -2.38060, 1.02151)
C (2.14623, -2.20850, 2.40051)
F (1.68393, -3.37660, 2.95501)
H (1.83153, -0.84390, 3.97511)
C (-5.60307, 1.75590, -2.11639)
N (-4.16607, 1.70750, -2.05319)
C (-3.40057, 2.61440, -2.70049)
C (-2.06407, 2.63790, -2.54789)
C (-1.47337, 1.65950, -1.66449)
O (-0.24407, 1.67890, -1.40909)
N (-2.25057, 0.73800, -1.08379)
C (-3.57167, 0.73980, -1.20009)
O (-4.32607, -0.00550, -0.58239)
H (-5.90917, 2.34840, -2.97809)
H (-6.00537, 2.20520, -1.20199)
H (-5.99057, 0.73890, -2.19189)
H (-3.92787, 3.31660, -3.33499)
H (-1.42847, 3.35790, -3.03169)
I (3.04083, 1.64640, -1.47839)

These are the Mulliken partial charges, in e, on atoms 1 to 8: atom 1 (Eu): 0.7416, atom 2 (C): -1.3345, atom 3 (N): 0.3151, atom 4 (C): -1.3532, atom 5 (C): 0.3395, atom 6 (N): -0.0625, atom 7 (C): 0.1708, atom 8 (C): -0.7925



Molecular weight / g/mol: 681.69; 745.60; 1036.82
Relative energy (zero: lowest compared OMol25 entry of this formula, charge and spin) / kcal/mol: 4.2; 0.0; 0.0